# 1
C18H33O3P3Pt as an isolated structure at a distorted geometry, computed with the ωB97M-V functional and the def2-TZVPD basis.

```
! RIJCOSX wB97M-V def2-TZVPD def2/J DEFGRID3
* xyz 4 5
P -0.0323 2.5446 3.2687
C 0.2134 4.3508 3.5734
H 0.2808 4.5313 4.6555
H -0.6405 4.8992 3.1512
H 1.1391 4.6700 3.0757
C -1.3741 2.3042 4.5218
H -1.1063 2.8564 5.4336
H -1.4616 1.2316 4.7460
H -2.3184 2.6844 4.1097
C 1.3159 1.9416 4.3870
H 1.3131 2.5510 5.3022
H 2.2812 2.0246 3.8721
H 1.1153 0.8899 4.6389
P 3.4799 0.6575 -1.7468
C 4.5812 2.0422 -2.2864
H 5.4857 1.6201 -2.7541
H 4.8573 2.6341 -1.4030
H 4.0376 2.6703 -3.0034
C 4.8517 -0.3309 -0.9409
H 5.7553 -0.2564 -1.5727
H 4.5531 -1.3895 -0.8635
H 5.0603 0.0810 0.0565
C 3.5976 -0.3204 -3.3244
H 4.6146 -0.2008 -3.7335
H 2.8527 0.0501 -4.0390
H 3.4196 -1.3855 -3.1055
P -2.7445 1.8416 -2.4298
C -2.8138 3.4008 -3.4182
H -3.7372 3.4113 -4.0148
H -1.9362 3.4382 -4.0783
H -2.7974 4.2575 -2.7305
C -3.0292 0.6920 -3.8619
H -3.8242 1.1112 -4.4975
H -3.3400 -0.2898 -3.4740
H -2.0947 0.5967 -4.4318
C -4.5129 1.8437 -1.8843
H -5.1426 2.1631 -2.7263
H -4.6225 2.5365 -1.0391
H -4.7895 0.8254 -1.5762
Pt 1.0813 2.1851 -0.8708
C 2.1683 2.0196 0.5640
O 2.9770 1.9604 1.4374
C 0.6577 1.5969 -2.5678
O 0.4675 1.2660 -3.6830
C -0.7871 -2.4606 -0.9478
C -1.6515 -2.0750 0.1639
C -0.9747 -1.9211 1.6006
C 0.4692 -2.0767 1.6828
C 1.1357 -2.5984 0.6018
C 0.5384 -2.7874 -0.6828
H -1.0863 -2.1165 -1.9608
H -2.5940 -1.5561 -0.0710
H -1.5230 -1.3376 2.3483
H 0.9271 -1.5967 2.5585
H 2.1060 -3.0637 0.8087
H 1.1368 -3.3373 -1.3895
O -2.2588 -4.1644 1.5288
C -1.8009 -3.1051 1.2127
*
```

Computed properties:
* HOMO (spin up / spin down): -20.43 / -21.43 eV
* Kohn-Sham gap (spin up / spin down): 0.2880 / 0.2235 Eh
* energy above the lowest of the compared OMol25 structures with the same formula, charge and spin: 24.9 kcal/mol



# 2
A 3-piece molecular cluster, C18H34F3IN2O6S overall at a distorted geometry, computed with the ωB97M-V functional and the def2-TZVPD basis.

```
! RIJCOSX wB97M-V def2-TZVPD def2/J DEFGRID3
* xyz 0 1
C -4.2588 0.0297 0.0794
C -4.0053 1.5510 0.0186
I -5.9459 2.5599 0.2133
C -3.3979 2.0582 -1.2918
C -2.3745 1.1274 -1.9321
O -1.7898 1.8665 -3.0352
S -1.8497 1.0149 -4.4362
O -1.4864 1.9480 -5.4251
O -0.5613 0.0160 -4.3009
C -0.5696 -0.7657 -3.0919
C -0.1175 0.0061 -1.8623
C 0.9588 1.0413 -2.2004
C 2.2095 0.8842 -1.3520
O 3.3267 1.5909 -1.8980
C 3.2403 2.9851 -1.8022
C 4.0864 3.5188 -0.6517
F 4.5757 4.7064 -0.9749
F 3.3331 3.7290 0.4213
F 5.0507 2.7198 -0.3457
C -1.2937 0.5715 -1.0050
C -0.7920 1.5599 0.0363
H -3.7064 -0.3781 0.9243
H -4.0597 -0.4873 -0.8502
H -5.3020 -0.1433 0.2997
H -3.4726 1.8767 0.8907
H -2.8989 3.0091 -1.1329
H -4.2020 2.2615 -1.9855
H -2.9220 0.3097 -2.3936
H -1.5559 -1.2212 -2.9845
H 0.1189 -1.5794 -3.2659
H 0.3570 -0.7276 -1.2130
H 1.3027 0.9249 -3.2229
H 0.5716 2.0475 -2.1559
H 2.4881 -0.1607 -1.3486
H 2.0631 1.2146 -0.3228
H 3.6043 3.4065 -2.7318
H 2.2365 3.3735 -1.6480
H -1.7155 -0.2895 -0.4994
H 0.1497 1.1779 0.4135
H -1.4484 1.6020 0.8928
H -0.5705 2.5391 -0.3664
C 4.1634 -1.7346 2.6018
C 4.0746 -1.3505 1.1432
O 3.2113 -1.8025 0.4042
N 4.9961 -0.4722 0.6723
C 6.0835 0.1736 1.3890
H 3.3665 -2.4363 2.8285
H 5.1213 -2.2116 2.8119
H 4.0463 -0.8540 3.2346
H 4.8818 -0.2562 -0.3077
H 5.9429 1.2520 1.3293
H 7.0321 -0.0867 0.9168
H 6.1148 -0.1220 2.4319
C -2.0897 -2.9511 3.9802
C -2.8592 -2.6929 2.7078
O -2.6546 -1.7059 2.0132
N -3.8005 -3.6013 2.3495
C -4.1809 -4.8210 3.0397
H -1.3797 -2.1438 4.1306
H -2.7674 -2.9859 4.8339
H -1.5416 -3.8911 3.9085
H -4.2779 -3.3707 1.4916
H -4.0202 -5.6755 2.3809
H -5.2391 -4.7748 3.3007
H -3.6004 -4.9596 3.9446
*
```

Computed properties:
* HOMO: -9.18 eV
* Kohn-Sham gap: 0.3527 Eh



# 3
C18H34GaN2O4 as an isolated structure, computed with the ωB97M-V functional and the def2-TZVPD basis.

```
! RIJCOSX wB97M-V def2-TZVPD def2/J DEFGRID3
* xyz -1 1
C -4.2366 -2.2732 1.2822
C -3.6756 -0.8838 1.0907
C -2.3628 -0.6151 1.4851
C -1.8290 0.6612 1.3417
C -2.5542 1.7229 0.7867
C -1.9557 3.0900 0.5945
Ga -0.3779 3.6152 1.8140
N -0.6303 2.8702 3.5891
C 1.4319 3.1473 0.9786
C 1.8641 1.6891 1.0726
N 1.3347 0.8836 -0.0515
C -3.8644 1.4247 0.3877
C -4.4196 0.1541 0.5410
H -4.3850 -2.4720 2.3411
H -3.4941 -2.9938 0.9468
H -5.1656 -2.4001 0.7359
H -1.7534 -1.3964 1.9186
H -0.8072 0.8253 1.6441
H -2.7388 3.8272 0.7877
H -1.6793 3.2146 -0.4544
H -0.4364 5.2391 1.9935
H -0.4643 3.5404 4.3249
H -0.1028 2.0296 3.7811
H 2.2182 3.7747 1.4008
H 1.3719 3.3927 -0.0844
H 2.9641 1.6259 1.0670
H 1.5434 1.2076 1.9989
H 1.8907 1.0704 -0.8771
H 1.4798 -0.0984 0.1584
H -4.4508 2.2201 -0.0520
H -5.4371 -0.0376 0.2249
O -1.7095 -4.1475 4.3325
C -0.7820 -4.3746 3.6088
O -0.7876 -3.8755 2.3585
C 0.3320 -3.9416 1.4766
C 0.3699 -5.2456 0.7059
C 0.3636 -5.2648 4.0401
H 1.2611 -3.7522 2.0165
H 0.1905 -3.1079 0.7904
H 0.4985 -6.1025 1.3685
H 1.1927 -5.2385 -0.0098
H -0.5646 -5.3853 0.1624
H 0.0924 -6.3003 3.8385
H 0.4995 -5.1415 5.1114
H 1.3104 -5.0429 3.5531
O 1.0233 2.8915 -3.0020
C 1.6257 2.4551 -3.9341
O 2.8073 1.8224 -3.7115
C 3.5139 1.1221 -4.7297
C 4.4187 2.0390 -5.5285
C 1.1467 2.6419 -5.3581
H 2.8251 0.5663 -5.3685
H 4.1130 0.3846 -4.1967
H 3.8479 2.7960 -6.0666
H 4.9983 1.4658 -6.2538
H 5.1073 2.5577 -4.8617
H 1.5029 3.6056 -5.7198
H 0.0601 2.6549 -5.3437
H 1.4650 1.8624 -6.0472
*
```

Computed properties:
* HOMO: -3.65 eV
* Kohn-Sham gap: 0.2177 Eh



# 4
C18H34LiO16S4 as an isolated structure at a distorted geometry, computed with the ωB97M-V functional and the def2-TZVPD basis.

```
! RIJCOSX wB97M-V def2-TZVPD def2/J DEFGRID3
* xyz -1 1
Li -2.8399 -0.8309 1.0441
C -2.5789 2.7277 2.8750
C -2.7742 1.6146 2.0660
C -2.6411 1.8009 0.4442
O -2.6076 0.6793 -0.1570
C -2.3662 3.0452 -0.0854
C -2.5307 4.2060 0.7405
C -2.4624 3.9739 2.2898
O -2.1962 4.9582 3.0441
O -2.5561 5.3817 0.3719
O -2.8797 0.4397 2.5260
H -2.3843 2.6090 3.8446
H -2.1973 3.2710 -1.1350
O -0.6376 0.6902 -4.2896
S 0.0861 0.0272 -3.2114
O -0.5377 -1.1833 -2.6605
O 1.5672 -0.3850 -3.6383
C 2.2341 0.4924 -4.6105
C 2.8027 -0.2003 -5.8057
C 0.2632 1.2538 -1.9002
H 3.0663 0.9117 -4.0435
H 1.5157 1.2169 -4.9768
H 3.2342 0.5458 -6.4707
H 2.0258 -0.7937 -6.2917
H 3.7132 -0.7500 -5.5284
H -0.7623 1.3974 -1.5632
H 0.6707 2.1646 -2.3296
H 0.9834 0.8276 -1.2040
O -4.4250 -1.8678 0.3361
S -4.5691 -3.1865 -0.1649
O -5.7962 -3.9011 0.1132
O -4.2773 -3.2842 -1.7363
C -3.3689 -2.2864 -2.3812
C -3.8396 -2.1419 -3.7791
C -3.3432 -4.0462 0.5842
H -2.3426 -2.6198 -2.4059
H -3.4129 -1.3045 -1.8468
H -3.8642 -3.1063 -4.2818
H -3.1211 -1.4687 -4.2494
H -4.7916 -1.6055 -3.8812
H -2.4473 -3.4617 0.4668
H -3.2236 -5.0131 0.0872
H -3.5417 -4.1088 1.6538
O -0.4813 -2.0555 1.3151
S 0.0579 -1.7028 2.6214
O -0.4991 -2.4234 3.7452
O 1.5799 -1.8053 2.5369
C 2.2383 -3.0613 2.7215
C 1.7773 -4.1929 1.8458
C -0.0224 -0.0384 2.8874
H 2.1190 -3.2095 3.8137
H 3.2817 -2.8865 2.5623
H 0.9600 -4.8166 2.2247
H 2.5882 -4.9023 1.7715
H 1.4656 -3.7137 0.8442
H 0.6782 0.2334 3.6572
H -1.0174 0.2439 3.2196
H 0.3055 0.3836 1.9046
O 3.8502 3.8456 -0.6811
S 3.2661 2.9018 0.2133
O 3.1561 1.5067 -0.2824
O 4.0273 2.8606 1.6204
C 4.7164 1.6645 2.0211
C 4.8231 1.7356 3.5176
C 1.7313 3.6275 0.6984
H 5.6884 1.6582 1.5111
H 4.0796 0.8745 1.7403
H 5.2574 0.8447 3.9197
H 3.8565 1.7329 3.9711
H 5.3383 2.6483 3.8563
H 1.0828 3.6721 -0.1998
H 1.9769 4.6311 1.0755
H 1.2722 3.0539 1.4882
*
```

Computed properties:
* HOMO: -4.22 eV
* Kohn-Sham gap: 0.2228 Eh